1.
The following is a quantum chemistry calculation of a structure of composition C46H62BN7SSbZn in a non-equilibrium geometry, from the OMol25 dataset.

Calculated values
* orbital gap: 6.81 eV
* E_LUMO: -2.78 eV
* net charge: +1
* highest occupied orbital energy: -9.6 eV
* max |F|: 3.53 eV/A
* molecular weight: 943.1 g mol⁻¹

Each line ends with the Löwdin charge.
Cartesian coordinates (Å):
Zn -3.01 0.98 0.07  0.71
C 0.42 3.07 2.82  -0.06
C 0.23 2.37 1.49  -0.40
C -0.50 3.27 0.46  -0.08
C -0.29 0.95 1.68  -0.24
C 0.18 -0.03 2.52  0.01
C -0.58 -1.15 2.31  -0.16
C -0.67 -2.28 3.32  -0.30
C 0.83 -2.59 3.67  -0.06
C -1.42 -3.49 2.80  -0.08
N -1.36 -0.93 1.21  0.08
N -1.28 0.45 0.93  0.05
B -2.06 -1.85 0.24  -0.52
N -3.65 -1.73 0.47  0.04
N -4.13 -0.53 1.00  0.03
C -5.42 -0.73 1.35  -0.24
C -5.79 -2.06 0.93  0.03
C -4.66 -2.66 0.37  -0.17
C -4.69 -4.04 -0.29  -0.34
C -4.23 -5.07 0.73  -0.07
C -3.92 -4.10 -1.63  -0.04
C -6.30 0.37 1.89  -0.41
C -5.58 1.61 2.31  -0.08
C -7.44 0.55 0.94  -0.06
N -1.81 -1.37 -1.25  0.03
N -2.48 -0.30 -1.83  0.07
C -1.85 0.03 -2.94  -0.27
C -0.66 -0.82 -3.05  0.05
C -0.69 -1.67 -1.98  -0.18
C 0.35 -2.77 -1.59  -0.37
C 1.67 -2.40 -2.19  -0.10
C -0.12 -4.07 -2.16  -0.06
C -2.42 1.05 -3.86  -0.41
C -1.33 2.04 -4.35  -0.04
C -3.17 0.36 -4.98  -0.07
H 0.98 4.01 2.70  0.09
H 0.98 2.37 3.44  0.07
H -0.55 3.25 3.28  0.09
H 1.26 2.19 1.09  0.04
H -1.54 3.42 0.81  0.05
H -0.57 2.74 -0.51  0.06
H -0.06 4.30 0.39  0.10
H 1.01 0.03 3.19  0.10
H -1.15 -1.94 4.25  0.15
H 0.92 -3.67 4.13  0.12
H 1.21 -1.99 4.45  0.04
H 1.51 -2.48 2.82  0.08
H -0.95 -3.90 1.91  0.07
H -2.44 -3.22 2.54  0.07
H -1.48 -4.30 3.53  0.09
H -1.89 -3.01 0.32  0.10
H -6.80 -2.49 1.03  0.13
H -5.78 -4.25 -0.44  0.14
H -4.43 -6.10 0.42  0.07
H -4.88 -4.95 1.71  0.12
H -3.16 -5.07 1.02  0.07
H -2.89 -3.87 -1.47  0.02
H -4.37 -3.45 -2.37  0.08
H -3.95 -5.12 -2.04  0.09
H -6.58 -0.13 2.84  0.15
H -4.80 1.89 1.56  0.02
H -5.03 1.44 3.26  0.10
H -6.21 2.55 2.36  0.10
H -7.18 0.17 -0.06  0.09
H -7.73 1.61 0.98  0.08
H -8.24 -0.18 1.16  0.10
H -0.01 -0.92 -3.92  0.12
H 0.40 -2.80 -0.48  0.14
H 1.51 -2.54 -3.32  0.11
H 2.40 -3.13 -1.96  0.07
H 1.93 -1.39 -1.83  -0.04
H -0.07 -4.06 -3.22  0.08
H -1.08 -4.31 -1.79  0.03
H 0.50 -4.94 -1.82  0.11
H -3.20 1.58 -3.28  0.09
H -0.96 1.66 -5.32  0.08
H -0.56 1.94 -3.55  0.08
H -1.71 3.07 -4.45  0.08
H -2.40 -0.15 -5.61  0.10
H -3.77 1.06 -5.62  0.09
H -3.86 -0.35 -4.55  0.07
N -3.74 3.64 -1.41  0.24
C -3.70 2.57 -0.95  0.02
H -3.92 4.60 -1.55  0.12
S 2.31 0.68 -0.64  0.10
Sb 4.44 1.47 -0.16  1.32
C 5.91 0.07 -0.85  -0.32
C 6.49 0.39 -2.05  -0.15
C 7.45 -0.47 -2.58  -0.09
C 7.95 -1.52 -1.87  -0.09
C 7.41 -1.87 -0.64  -0.08
C 6.50 -0.99 -0.10  -0.11
C 4.38 3.15 -1.39  -0.37
C 3.18 3.95 -1.23  -0.13
C 3.25 5.32 -1.39  -0.10
C 4.41 5.91 -1.87  -0.07
C 5.56 5.11 -2.11  -0.08
C 5.58 3.75 -1.79  -0.14
C 4.46 1.66 1.97  -0.35
C 5.21 2.66 2.51  -0.16
C 5.35 2.78 3.87  -0.07
C 4.79 1.80 4.74  -0.07
C 3.98 0.81 4.19  -0.09
C 3.82 0.71 2.81  -0.11
H 6.25 1.28 -2.65  0.09
H 7.87 -0.19 -3.58  0.13
H 8.77 -2.12 -2.28  0.12
H 7.75 -2.77 -0.08  0.13
H 6.32 -1.04 0.99  0.11
H 2.23 3.45 -0.93  0.05
H 2.38 5.92 -1.01  0.12
H 4.46 7.00 -1.96  0.11
H 6.44 5.56 -2.62  0.12
H 6.46 3.06 -1.84  0.10
H 5.71 3.39 1.89  0.10
H 5.94 3.57 4.40  0.12
H 5.04 1.65 5.77  0.10
H 3.59 0.11 4.94  0.11
H 3.24 -0.12 2.47  0.08

***

2.
The following is a quantum chemistry calculation of a structure of composition C46H62BaN4O4SSe2Si2 in a non-equilibrium geometry, from the OMol25 dataset.

Calculated values
* orbital gap: 6.13 eV
* E_LUMO: 3.83 eV
* net charge: -2
* highest occupied orbital energy: -2.3 eV
* max |F|: 4.17 eV/A
* molecular weight: 1118.5 g mol⁻¹

Each line ends with the Löwdin charge.
Cartesian coordinates (Å):
Ba -0.49 -0.48 -0.62  1.98
C 1.34 -4.92 -5.00  -0.41
Se 2.05 -3.90 -3.47  0.95
C 2.24 -5.45 -2.29  -0.56
C 0.94 -6.16 -1.95  -0.55
Se -0.44 -4.98 -1.12  0.89
C -1.54 -4.70 -2.69  -0.41
H 2.04 -5.70 -5.31  0.01
H 1.18 -4.23 -5.82  0.01
H 0.39 -5.37 -4.73  -0.01
H 2.70 -5.04 -1.39  0.04
H 2.94 -6.15 -2.77  0.06
H 1.15 -6.96 -1.23  0.05
H 0.49 -6.60 -2.84  0.04
H -1.73 -5.65 -3.19  0.02
H -1.07 -3.98 -3.35  0.01
H -2.48 -4.28 -2.33  -0.04
O -1.76 1.35 -1.23  -0.29
C -2.45 1.34 -2.48  -0.33
C -1.60 0.34 -3.41  -0.68
O -1.56 0.59 -4.61  0.06
O -1.12 -0.61 -2.78  -0.32
C -3.83 0.73 -2.31  -0.14
C -4.68 1.23 -1.33  -0.04
C -5.91 0.64 -1.08  -0.09
C -6.31 -0.45 -1.83  -0.10
C -5.48 -0.95 -2.82  -0.09
C -4.25 -0.36 -3.06  0.00
C -2.43 2.71 -3.10  -0.13
C -1.24 3.43 -3.05  0.00
C -1.16 4.70 -3.60  -0.08
C -2.26 5.26 -4.23  -0.11
C -3.44 4.53 -4.31  -0.10
C -3.52 3.26 -3.75  -0.02
H -2.37 1.67 -0.55  0.07
H -4.38 2.10 -0.75  0.10
H -6.53 1.04 -0.30  0.10
H -7.26 -0.93 -1.62  0.10
H -5.78 -1.81 -3.39  0.10
H -3.60 -0.77 -3.82  0.12
H -0.37 2.99 -2.59  0.12
H -0.23 5.25 -3.55  0.10
H -2.21 6.25 -4.66  0.09
H -4.29 4.96 -4.81  0.09
H -4.44 2.70 -3.82  0.12
C 4.35 -2.97 1.80  -0.09
C 3.38 -1.99 2.45  -0.21
C 4.01 -0.67 2.77  -0.18
C 4.68 -0.51 3.97  -0.06
C 5.26 0.70 4.31  -0.11
C 5.11 1.78 3.45  -0.08
C 4.46 1.66 2.24  -0.18
C 4.25 2.91 1.42  -0.22
C 5.54 3.52 0.87  -0.10
C 3.94 0.40 1.86  -0.21
N 3.27 0.21 0.68  0.12
C 3.79 0.58 -0.44  -0.13
C 3.21 0.50 -1.71  -0.36
C 3.85 0.90 -2.91  -0.08
C 2.98 0.60 -3.94  -0.11
C 1.86 0.03 -3.34  -0.21
N 1.97 -0.03 -2.01  -0.08
H 3.87 -3.93 1.63  0.06
H 5.22 -3.13 2.44  0.06
H 4.68 -2.58 0.84  0.06
H 2.99 -2.43 3.38  0.11
H 2.54 -1.83 1.77  0.07
H 4.74 -1.34 4.66  0.11
H 5.78 0.81 5.25  0.09
H 5.51 2.74 3.74  0.10
H 3.77 3.66 2.07  0.11
H 3.57 2.70 0.60  0.08
H 6.23 3.77 1.68  0.06
H 5.32 4.43 0.32  0.07
H 6.04 2.82 0.20  0.06
H 4.83 0.95 -0.46  0.13
H 4.82 1.35 -2.98  0.08
H 3.14 0.76 -4.99  0.07
H 0.98 -0.33 -3.84  0.08
C -3.76 1.32 4.55  -0.20
Si -3.18 1.15 2.70  0.49
C -3.87 2.78 1.95  -0.19
C -4.23 -0.31 2.06  -0.17
C -1.41 0.85 2.19  -0.38
C -0.92 -0.45 2.62  -0.46
C -1.15 -0.93 3.92  -0.05
C -0.74 -2.18 4.29  -0.07
C -0.12 -3.00 3.34  -0.08
C 0.10 -2.45 2.09  -0.20
N -0.24 -1.22 1.74  -0.15
Si -0.13 2.19 2.42  0.49
C 0.63 2.94 0.83  -0.17
C -0.81 3.74 3.35  -0.19
C 1.29 1.61 3.56  -0.15
H -4.75 1.76 4.62  0.01
H -3.08 1.94 5.13  0.00
H -3.81 0.35 5.04  0.01
H -4.86 2.63 1.52  0.01
H -3.23 3.20 1.18  0.01
H -3.97 3.54 2.73  0.01
H -5.28 -0.24 2.32  0.02
H -3.86 -1.24 2.48  0.03
H -4.17 -0.42 0.98  0.00
H -1.63 -0.27 4.63  0.09
H -0.90 -2.54 5.31  0.10
H 0.17 -4.01 3.57  0.09
H 0.55 -3.05 1.31  0.08
H -0.13 3.31 0.15  0.01
H 1.24 2.21 0.31  0.00
H 1.27 3.79 1.09  0.02
H -1.58 4.23 2.77  0.00
H -0.02 4.46 3.53  0.01
H -1.24 3.48 4.31  0.01
H 1.73 0.71 3.15  0.01
H 0.93 1.37 4.55  0.03
H 2.08 2.34 3.66  0.02
S -4.58 -3.59 -0.52  0.49
C -3.14 -2.90 -0.43  -1.05
N -2.07 -2.44 -0.38  -0.17
O 2.85 -2.70 -1.21  -0.17
H 2.00 -2.82 -0.77  0.00
H 2.82 -1.77 -1.49  0.00

***

> Among the records above, which one has the highest net charge?

C46H62BN7SSbZn

***

> Look up the orbital gap of the first one.

6.81 eV

***

> The lowest E_LUMO belongs to which entry?

C46H62BN7SSbZn